Computed, not measured: a molecular structure, C23H25F3IrN4OS, with ωB97M-V/def2-TZVPD.

Spin multiplicity: 1
LUMO energy in eV: -2.9
Net charge: +1
E in a.u.: -1987.69565
Relative energy (zero: lowest compared OMol25 entry of this formula, charge and spin) in kcal per mole: 16.6

Structure (XYZ):
```
58
Properties=species:S:1:pos:R:3:lowdin_charge:R:1
C -0.731 2.630 1.010 -0.241
H -2.453 -1.489 3.797 0.116
C -1.570 2.618 -0.238 -0.113
H -0.176 4.407 3.828 0.122
Ir 0.344 0.017 -0.146 1.129
H 0.216 -2.993 -4.439 0.116
H -3.347 0.550 -0.831 0.077
H 2.611 -3.604 -4.065 0.133
H -2.531 0.460 1.359 0.119
H 1.839 2.917 3.805 0.122
H -2.765 -2.863 0.062 0.108
N 0.766 -1.370 -1.576 -0.153
H -3.213 -1.148 1.587 0.133
C -0.393 -1.738 4.333 -0.077
C -1.423 -1.410 3.468 -0.040
H 1.630 3.638 -2.854 0.105
C -0.021 2.526 -2.150 -0.483
F 4.962 -1.549 -2.213 0.148
C -1.834 -2.374 -0.250 -0.069
H -1.021 -2.727 0.377 0.094
C 1.174 -1.245 2.571 -0.153
H -0.606 -2.073 5.339 0.107
C 1.079 2.853 3.040 -0.012
H 2.209 -1.234 2.262 0.040
C 4.248 -2.677 -2.090 -0.605
H -0.906 -1.511 -2.774 0.103
H -2.486 3.185 -0.080 0.139
H 0.095 4.149 -3.577 0.089
H -1.637 -2.652 -1.279 0.066
F 4.483 -3.165 -0.863 0.151
C 0.155 -0.890 1.683 -0.281
C 2.781 -2.421 -2.303 -0.095
H -0.930 4.210 -1.496 0.156
C 0.753 -2.626 -3.578 -0.020
F 4.725 -3.558 -2.977 0.154
O 0.184 1.315 -2.003 -0.073
C 0.123 -1.819 -2.661 -0.117
C 0.670 3.289 -3.239 0.032
C -2.306 -0.609 1.283 -0.174
S 2.614 -0.582 -0.136 0.793
C -0.027 3.679 3.042 -0.021
C -0.932 3.577 1.994 0.002
N -0.861 3.215 -1.360 0.106
C 1.197 1.902 2.042 -0.092
N -1.985 -0.911 -0.122 -0.303
C 2.087 -1.581 -1.426 -0.611
C -1.156 -0.987 2.171 -0.257
H -2.846 -0.651 -2.031 0.088
C -3.099 -0.499 -0.983 -0.072
H -1.783 4.242 1.928 0.123
C 2.095 -2.955 -3.371 0.032
N 0.292 1.753 1.068 -0.037
C 0.910 -1.655 3.872 -0.077
H 2.032 1.219 2.020 0.093
H -1.839 1.602 -0.515 0.065
H 1.735 -1.924 4.519 0.108
H 0.866 2.620 -4.072 0.097
H -3.997 -1.086 -0.758 0.104
```

---

Computed, not measured: a molecular structure, C23H25F6HfN5O10, with ωB97M-V/def2-TZVPD.

Spin multiplicity: 1
LUMO energy in eV: -10.2
Net charge: +2
E in a.u.: -2563.86971

Structure (XYZ):
```
70
Properties=species:S:1:pos:R:3:lowdin_charge:R:1
O -3.403 0.786 -3.581 -0.102
C -5.925 2.667 0.661 0.026
H -5.040 2.691 -2.534 0.107
C 4.134 -0.223 -1.030 -0.125
C -3.547 2.679 0.390 -0.106
N -3.556 2.571 -1.005 -0.081
O 0.355 1.038 -1.695 -0.009
H -1.483 -1.049 1.864 0.104
C -2.403 -0.584 2.218 -0.218
C -4.092 -4.002 2.696 -0.634
C 6.583 -0.087 -1.078 -0.052
F 4.911 -2.003 7.208 0.166
C 4.271 -3.043 6.664 -0.564
H 7.358 0.702 -2.933 0.103
F -4.181 -4.589 3.822 0.248
H -6.952 2.910 -1.237 0.134
F -5.282 -3.470 2.453 0.168
H 5.378 -0.939 0.508 0.102
F 5.063 -4.091 6.658 0.206
C 3.854 -2.602 5.184 -0.305
N -0.147 0.513 -0.769 -0.617
H 2.969 1.795 -5.786 0.129
C -4.648 2.677 1.239 -0.002
F -3.825 -4.858 1.707 0.185
C -6.015 2.780 -0.715 -0.013
N 4.058 0.511 -2.202 0.016
H -0.559 1.863 -8.149 0.129
C -4.866 2.672 -1.468 -0.120
C 1.894 1.854 -5.871 -0.018
H -1.897 2.014 -6.058 0.109
O 2.535 -2.711 4.952 0.011
H 2.567 -2.886 2.862 0.125
H -1.629 1.069 3.401 0.071
O 4.692 -2.298 4.324 0.113
C 5.219 0.801 -2.873 -0.149
H -2.579 2.590 0.861 0.107
O -1.336 0.726 -0.736 -0.065
O -3.188 -1.210 -4.610 0.228
O -1.844 -3.350 2.886 0.137
C 5.394 -0.496 -0.477 -0.069
N -0.331 2.058 -4.740 -0.087
H 1.946 1.814 -7.990 0.138
H -1.631 -0.503 4.262 0.083
C 1.804 -0.920 3.570 -0.050
H 2.769 -0.428 3.444 0.075
H 1.043 -2.974 3.572 0.115
H -6.735 2.773 1.368 0.137
C 6.479 0.493 -2.341 -0.065
N -2.833 -0.237 -3.982 -0.536
H 5.082 1.411 -3.754 0.082
H -3.143 0.372 4.006 0.080
O -1.720 -0.099 -3.545 -0.048
H -4.483 2.744 2.305 0.132
H -2.782 0.141 1.498 0.083
H 3.253 -0.515 -0.479 0.081
Hf -1.708 2.273 -2.648 2.271
C -0.819 2.051 -6.006 -0.127
H 1.177 -0.553 2.757 0.046
C 1.109 1.961 -4.744 -0.047
F 3.163 -3.249 7.359 0.177
H 1.336 -0.533 4.475 0.081
H 7.518 -0.367 -0.614 0.114
C -2.173 0.139 3.568 -0.047
C 1.315 1.887 -7.117 0.002
C -0.067 1.979 -7.195 0.003
C 1.990 -2.444 3.674 -0.194
O 0.431 -0.127 0.055 0.197
C -2.995 -2.916 2.730 -0.251
O -3.376 -1.580 2.517 -0.012
H 1.543 1.930 -3.756 0.092
```

---

no.,F_max (eV/A)
1,0.8
2,9.2